A cluster of 2 separate species, C6H16NOP in total in a non-equilibrium geometry. Source: the Open Molecules 2025 dataset; level of theory: ωB97M-V/def2-TZVPD.

The LUMO energy (spin up / spin down) is -0.08 / 0.19 eV. For the HOMO-LUMO gap (spin up / spin down), the calculation gives 8.1 / 7.7 eV. The calculation puts the HOMO energy (spin up / spin down) at -8.183 / -7.528 eV. Its energy relative to the best compared isomer or geometry (same formula, charge and spin) is 81.82 kcal/mol.

Positions of all 25 atoms, in Å:
C (-0.568, -1.477, 2.236)
C (1.346, 0.145, 1.895)
C (0.859, 0.059, -2.375)
C (0.794, 2.422, -1.304)
C (-2.386, -1.433, -1.005)
C (0.361, -0.753, 1.215)
N (0.554, 0.973, -1.191)
O (-0.981, 1.637, 0.911)
P (-0.532, 0.513, 0.118)
H (-0.067, -2.013, 3.202)
H (-1.339, -0.864, 2.683)
H (-1.192, -2.327, 1.798)
H (0.893, 0.764, 2.626)
H (1.779, 0.876, 1.172)
H (2.145, -0.393, 2.349)
H (0.555, -0.968, -1.956)
H (0.279, 0.273, -3.222)
H (1.902, 0.120, -2.523)
H (0.234, 2.722, -2.193)
H (0.242, 2.799, -0.450)
H (1.805, 2.932, -1.409)
H (-2.031, -2.187, -0.303)
H (-3.317, -1.069, -0.731)
H (-2.163, -1.319, -2.012)
H (0.831, -1.436, 0.468)

Atoms 1-2, force components in eV/Å:
C -0.1 -2.6 0.9
C 1.1 0.9 -1.0



A structure of composition C36H35AgFN5O3S2Si. Source: the Open Molecules 2025 dataset; level of theory: ωB97M-V/def2-TZVPD.

The LUMO energy is -0.75 eV. For the HOMO-LUMO gap, the calculation gives 5.7 eV. The calculation puts the HOMO energy at -6.463 eV. Its energy relative to the best compared isomer or geometry (same formula, charge and spin) is 2.46 kcal/mol.

Positions of all 84 atoms, in Å:
Ag (-0.347, -0.725, -0.147)
C (-0.533, -2.087, 4.214)
Si (-1.628, -1.271, 2.900)
C (-3.406, -1.252, 3.541)
C (-1.069, 0.529, 2.843)
N (-1.483, -1.928, 1.322)
C (-1.893, -3.181, 0.994)
C (-2.278, -4.178, 1.923)
C (-2.683, -5.448, 1.560)
C (-2.737, -5.832, 0.228)
C (-2.381, -4.892, -0.727)
C (-1.987, -3.636, -0.334)
F (-1.678, -2.749, -1.358)
H (-0.477, -1.452, 5.098)
H (0.479, -2.220, 3.835)
H (-0.892, -3.062, 4.534)
H (-3.461, -0.733, 4.497)
H (-3.817, -2.248, 3.681)
H (-4.052, -0.728, 2.839)
H (-1.165, 0.977, 3.830)
H (-1.670, 1.114, 2.152)
H (-0.025, 0.612, 2.546)
H (-2.240, -3.935, 2.972)
H (-2.956, -6.151, 2.335)
H (-3.051, -6.823, -0.062)
H (-2.416, -5.115, -1.785)
S (6.160, 1.069, 2.666)
C (7.121, -0.336, 2.806)
C (6.498, -1.432, 2.296)
C (5.215, -1.131, 1.782)
C (4.884, 0.190, 1.910)
C (3.649, 0.850, 1.496)
C (2.740, 0.180, 0.651)
N (1.601, 0.690, 0.250)
C (1.257, 1.927, 0.658)
C (2.099, 2.697, 1.474)
C (1.694, 4.011, 1.882)
C (0.494, 4.505, 1.517)
C (-0.409, 3.729, 0.716)
C (-1.687, 4.190, 0.379)
C (-2.536, 3.397, -0.366)
C (-2.042, 2.141, -0.769)
N (-0.850, 1.685, -0.474)
C (-0.030, 2.453, 0.271)
C (-3.886, 3.820, -0.731)
C (-4.535, 4.974, -0.382)
C (-5.843, 5.059, -0.915)
C (-6.170, 3.969, -1.661)
S (-4.896, 2.833, -1.721)
C (3.310, 2.127, 1.890)
H (8.094, -0.275, 3.256)
H (6.931, -2.418, 2.289)
H (4.562, -1.871, 1.352)
H (2.968, -0.810, 0.278)
H (2.369, 4.590, 2.493)
H (0.185, 5.491, 1.828)
H (-1.995, 5.170, 0.717)
H (-2.670, 1.481, -1.358)
H (-4.101, 5.740, 0.238)
H (-6.507, 5.890, -0.748)
H (-7.089, 3.767, -2.177)
H (3.963, 2.698, 2.538)
O (0.271, 1.846, -3.564)
C (0.798, 1.147, -4.669)
N (2.246, 1.092, -4.727)
C (3.066, 0.034, -4.483)
O (4.221, 0.005, -4.856)
C (2.469, -1.109, -3.731)
C (2.636, -2.425, -4.138)
C (2.073, -3.427, -3.366)
C (1.385, -3.077, -2.209)
N (1.276, -1.821, -1.789)
C (1.816, -0.873, -2.536)
H (-0.051, 1.217, -2.906)
H (0.469, 1.691, -5.560)
H (0.397, 0.131, -4.711)
H (2.726, 1.885, -5.127)
H (3.184, -2.645, -5.044)
H (2.152, -4.464, -3.654)
H (0.908, -3.827, -1.594)
H (1.732, 0.129, -2.148)
O (-1.156, -0.515, -3.022)
H (-2.050, -0.177, -3.097)
H (-1.268, -1.451, -2.830)

Atoms 1-2, force components in eV/Å:
Ag -0.1 -0.2 0.2
C -0.1 0.1 -0.2



A structure of composition C5H13ISi in a non-equilibrium geometry. Source: the Open Molecules 2025 dataset; level of theory: ωB97M-V/def2-TZVPD.

The LUMO energy is -0.18 eV. For the HOMO-LUMO gap, the calculation gives 8.0 eV. The calculation puts the HOMO energy at -8.227 eV. Its energy relative to the best compared isomer or geometry (same formula, charge and spin) is 24.80 kcal/mol.

Positions of all 20 atoms, in Å:
C (0.492, 0.531, -2.218)
C (-0.982, 1.079, 1.789)
C (1.467, -1.255, 0.998)
C (0.103, -0.877, -1.829)
C (-1.599, 0.017, 0.916)
Si (-0.176, -0.944, 0.068)
I (-1.183, -3.964, 0.303)
H (-0.057, 1.160, -1.614)
H (1.503, 0.802, -1.926)
H (0.399, 0.584, -3.333)
H (0.018, 0.828, 2.133)
H (-0.945, 2.011, 1.318)
H (-1.650, 1.122, 2.629)
H (2.285, -0.543, 0.679)
H (1.302, -1.064, 2.047)
H (1.759, -2.288, 0.639)
H (0.876, -1.460, -2.043)
H (-0.871, -1.329, -2.273)
H (-2.288, 0.327, 0.042)
H (-2.325, -0.515, 1.535)

Atoms 1-2, force components in eV/Å:
C 0.7 -1.1 -1.8
C -0.4 -0.5 0.5



A cluster of 2 separate species, C11H18 in total in a non-equilibrium geometry. Source: the Open Molecules 2025 dataset; level of theory: ωB97M-V/def2-TZVPD.

The LUMO energy is 0.96 eV. For the HOMO-LUMO gap, the calculation gives 10.1 eV. The calculation puts the HOMO energy at -9.173 eV. Its energy relative to the best compared isomer or geometry (same formula, charge and spin) is 69.68 kcal/mol. Its SMILES is Cc1ccccc1.CC(C)C.

Positions of all 29 atoms, in Å:
C (2.539, 0.693, 2.383)
C (1.333, -0.166, 2.059)
C (1.460, -1.496, 1.843)
C (0.235, -2.285, 1.646)
C (-1.014, -1.726, 1.750)
C (-1.132, -0.310, 1.966)
C (0.057, 0.452, 2.084)
H (3.486, 0.076, 2.336)
H (2.690, 1.022, 3.433)
H (2.727, 1.439, 1.635)
H (2.340, -2.093, 1.901)
H (0.261, -3.300, 1.659)
H (-1.873, -2.483, 1.662)
H (-2.119, 0.257, 1.700)
H (0.001, 1.483, 2.146)
C (0.497, 0.657, -2.215)
C (-0.627, 1.051, -3.237)
C (-1.653, -0.089, -3.371)
C (-1.533, 2.219, -2.874)
H (1.462, 0.795, -2.571)
H (0.306, -0.266, -1.845)
H (0.435, 1.356, -1.297)
H (-0.093, 1.464, -4.266)
H (-2.281, -0.335, -2.419)
H (-2.222, 0.109, -4.257)
H (-1.126, -0.958, -3.398)
H (-2.003, 1.831, -2.070)
H (-0.742, 3.121, -2.819)
H (-2.222, 2.487, -3.732)

Atoms 1-2, force components in eV/Å:
C 2.1 -1.7 0.4
C 0.2 1.6 1.0



The ion C23H34N5O4 with charge +1 in a non-equilibrium geometry. Source: the Open Molecules 2025 dataset; level of theory: ωB97M-V/def2-TZVPD.

The LUMO energy is -2.23 eV. For the HOMO-LUMO gap, the calculation gives 8.8 eV. The calculation puts the HOMO energy at -11.021 eV. The charge is +1. Its SMILES is CCCCn1c(=O)[nH]c(=O)c2c1nc(C[N@H+](C)Cc1cccc(OC)c1OC)n2CCC.

Positions of all 66 atoms, in Å:
C (-2.299, -4.293, -0.902)
C (-2.429, -2.972, -0.152)
C (-3.882, -2.707, 0.235)
C (-4.069, -1.405, 1.012)
N (-3.711, -0.241, 0.217)
C (-4.602, 0.211, -0.743)
O (-5.671, -0.310, -0.928)
N (-4.188, 1.308, -1.484)
C (-3.011, 2.040, -1.419)
O (-2.779, 2.970, -2.157)
C (-2.165, 1.507, -0.382)
C (-2.529, 0.402, 0.376)
N (-1.547, 0.110, 1.263)
C (-0.608, 1.023, 1.054)
C (0.676, 1.030, 1.816)
N (1.052, -0.358, 2.170)
C (0.333, -0.832, 3.359)
C (2.525, -0.527, 2.278)
C (3.201, -0.203, 0.970)
C (4.241, 0.716, 0.919)
C (4.864, 0.979, -0.284)
C (4.435, 0.356, -1.441)
C (3.376, -0.549, -1.426)
O (2.878, -1.150, -2.534)
C (3.514, -0.937, -3.778)
C (2.766, -0.848, -0.193)
O (1.701, -1.709, -0.020)
C (1.518, -2.817, -0.892)
N (-0.920, 1.881, 0.063)
C (-0.184, 3.025, -0.420)
C (-0.312, 4.225, 0.521)
C (0.430, 5.429, -0.042)
H (-2.627, -5.119, -0.277)
H (-2.916, -4.280, -1.797)
H (-1.270, -4.475, -1.202)
H (-1.814, -2.997, 0.752)
H (-2.062, -2.159, -0.783)
H (-4.503, -2.670, -0.661)
H (-4.246, -3.525, 0.858)
H (-5.119, -1.300, 1.292)
H (-3.440, -1.386, 1.904)
H (-4.861, 1.614, -2.180)
H (1.466, 1.467, 1.198)
H (0.589, 1.614, 2.738)
H (0.782, -0.956, 1.364)
H (0.552, -1.883, 3.533)
H (-0.735, -0.709, 3.185)
H (0.636, -0.257, 4.233)
H (2.902, 0.118, 3.074)
H (2.718, -1.569, 2.546)
H (4.569, 1.205, 1.822)
H (5.683, 1.678, -0.329)
H (4.926, 0.587, -2.372)
H (4.559, -1.257, -3.753)
H (3.452, 0.110, -4.085)
H (2.966, -1.552, -4.489)
H (1.072, -2.509, -1.837)
H (0.839, -3.484, -0.363)
H (2.461, -3.329, -1.081)
H (0.869, 2.751, -0.548)
H (-0.605, 3.287, -1.393)
H (0.084, 3.970, 1.508)
H (-1.369, 4.470, 0.635)
H (0.330, 6.278, 0.628)
H (1.489, 5.209, -0.163)
H (0.021, 5.705, -1.009)

Atoms 1-2, force components in eV/Å:
C 0.1 0.2 0.1
C -0.2 -0.2 -0.1



A structure of composition C47H56CrN4O4P4 in a non-equilibrium geometry. Source: the Open Molecules 2025 dataset; level of theory: ωB97M-V/def2-TZVPD.

The LUMO energy (spin up / spin down) is -4.51 / -4.57 eV. For the HOMO-LUMO gap (spin up / spin down), the calculation gives 8.2 / 8.2 eV. The calculation puts the HOMO energy (spin up / spin down) at -12.690 / -12.765 eV. The multiplicity is 5. The charge is +2.

Positions of all 116 atoms, in Å:
Cr (-0.256, -0.201, -0.377)
C (-4.973, -0.479, 4.467)
C (-4.072, 0.606, 3.843)
C (-4.369, 1.957, 4.506)
C (-4.358, 0.664, 2.350)
C (-5.547, 1.196, 1.853)
C (-5.856, 1.178, 0.501)
C (-4.959, 0.626, -0.398)
C (-3.758, 0.092, 0.054)
P (-2.533, -0.572, -1.087)
C (-2.434, 0.525, -2.514)
C (-3.316, 0.554, -3.591)
C (-3.127, 1.472, -4.612)
C (-2.060, 2.365, -4.575)
C (-1.157, 2.338, -3.521)
C (-1.357, 1.412, -2.509)
C (-3.115, -2.180, -1.651)
C (-4.153, -2.827, -0.990)
C (-4.549, -4.096, -1.396)
C (-3.906, -4.717, -2.455)
C (-2.866, -4.072, -3.118)
C (-2.466, -2.809, -2.715)
C (-3.491, 0.111, 1.424)
O (-2.304, -0.472, 1.795)
C (-1.870, -0.435, 3.101)
C (-0.623, -1.033, 3.349)
C (-0.098, -0.873, 4.626)
C (-0.791, -0.197, 5.620)
C (-2.050, 0.305, 5.347)
C (-2.624, 0.189, 4.082)
P (0.281, -2.139, 2.204)
C (2.673, -2.915, 0.723)
C (2.725, -2.312, -0.532)
C (2.463, -3.070, -1.663)
C (2.152, -4.420, -1.555)
C (2.137, -5.026, -0.309)
C (2.396, -4.274, 0.828)
C (-0.675, -3.695, 2.313)
C (-0.197, -4.901, 2.817)
C (-0.989, -6.044, 2.814)
C (-2.272, -5.998, 2.296)
C (-2.759, -4.807, 1.771)
C (-1.969, -3.671, 1.775)
H (-6.026, -0.251, 4.291)
H (-4.810, -0.531, 5.545)
H (-4.756, -1.459, 4.040)
H (-5.390, 2.278, 4.307)
H (-3.692, 2.734, 4.148)
H (-4.278, 1.888, 5.589)
H (-6.264, 1.621, 2.543)
H (-6.792, 1.593, 0.153)
H (-5.191, 0.622, -1.456)
H (-4.137, -0.152, -3.641)
H (-3.815, 1.494, -5.447)
H (-1.927, 3.077, -5.378)
H (-0.317, 3.018, -3.496)
H (-0.625, 1.423, -1.687)
H (-4.670, -2.338, -0.173)
H (-5.368, -4.592, -0.892)
H (-4.222, -5.701, -2.775)
H (-2.376, -4.553, -3.954)
H (-1.661, -2.312, -3.244)
H (0.882, -1.276, 4.842)
H (-0.361, -0.080, 6.606)
H (-2.607, 0.786, 6.140)
H (2.976, -1.266, -0.650)
H (2.514, -2.604, -2.638)
H (1.941, -5.002, -2.442)
H (1.926, -6.082, -0.216)
H (2.380, -4.766, 1.794)
H (0.803, -4.981, 3.216)
H (-0.597, -6.970, 3.213)
H (-2.890, -6.886, 2.296)
H (-3.756, -4.766, 1.351)
H (-2.351, -2.763, 1.331)
C (4.083, -1.578, 4.679)
N (2.967, -2.116, 3.869)
C (2.272, -3.175, 4.600)
P (3.050, -1.969, 2.208)
O (-0.006, -1.701, 0.723)
O (2.917, -0.387, 1.881)
P (2.316, 0.930, 1.256)
O (1.473, 0.722, 0.022)
N (3.606, 1.802, 0.830)
C (4.690, 2.073, 1.782)
C (3.795, 2.416, -0.488)
N (1.421, 1.510, 2.488)
C (2.021, 1.668, 3.822)
C (0.421, 2.548, 2.218)
N (4.744, -2.016, 2.079)
C (5.420, -1.453, 0.913)
C (5.329, -3.316, 2.420)
H (3.645, -1.269, 5.629)
H (4.551, -0.723, 4.204)
H (4.849, -2.329, 4.875)
H (2.123, -2.837, 5.625)
H (2.859, -4.098, 4.632)
H (1.292, -3.393, 4.194)
H (4.632, 1.414, 2.645)
H (4.661, 3.109, 2.122)
H (5.647, 1.890, 1.293)
H (2.902, 2.314, -1.096)
H (4.633, 1.945, -1.005)
H (4.015, 3.477, -0.364)
H (2.677, 0.834, 4.059)
H (1.218, 1.677, 4.556)
H (2.577, 2.605, 3.901)
H (-0.094, 2.367, 1.276)
H (0.863, 3.548, 2.186)
H (-0.320, 2.514, 3.017)
H (5.042, -0.459, 0.683)
H (5.329, -2.083, 0.021)
H (6.481, -1.360, 1.148)
H (4.816, -3.770, 3.268)
H (6.374, -3.183, 2.701)
H (5.287, -4.017, 1.579)

Atoms 1-2, force components in eV/Å:
Cr 0.2 -0.2 0.2
C 0.0 0.0 0.0